[1]
Density functional theory data (ωB97M-V/def2-TZVPD) for a gas-phase ion, CH4N3 (charge +1) at a distorted geometry.

Output
- Maximum force: 4.29 eV/A
- Lowest unoccupied orbital energy (alpha / beta): -4.35 / -8.05 eV
- 2S+1: 3
- ΔE to the lowest compared entry with this formula, charge and spin: 87.99 kcal/mol
- Total charge: +1
- <S²>: 2.008
- Orbital gap (alpha / beta): 8.68 / 9.30 eV
- Molecular weight: 58.064 g mol⁻¹

```
8
CH4N3, DFT ωB97M-V/def2-TZVPD
C -0.5349 -0.1743 1.7933
N -0.7445 -1.4836 1.4014
N -1.0892 -0.3300 0.4703
N -0.1465 -0.0951 -0.6332
H -0.1931 0.5427 2.4491
H 0.2201 0.8247 -0.7222
H -0.5957 -0.3844 -1.6219
H 0.6805 -0.5532 -0.3227
```


[2]
Density functional theory data (ωB97M-V/def2-TZVPD) for a gas-phase ion, CH4N3O2 (charge +1) at a distorted geometry.

Output
- SMILES string: N/C(N=O)=[NH+]\O
- Maximum force: 5.30 eV/A
- Lowest unoccupied orbital energy (alpha / beta): -7.12 / -7.12 eV
- ΔE to the lowest compared entry with this formula, charge and spin: 95.71 kcal/mol
- Total charge: +1
- Orbital gap (alpha / beta): 8.14 / 8.14 eV
- Molecular weight: 90.062 g mol⁻¹

```
10
CH4N3O2, DFT ωB97M-V/def2-TZVPD
C 0.3558 0.4809 -0.2130
N 0.7011 0.9157 0.9320
N 1.0348 -0.1088 -1.1463
N -1.2848 0.0439 0.0590
O 0.6231 1.6690 1.8007
O -1.2554 -1.2491 0.1499
H 1.7041 0.2721 -1.7629
H 0.7880 -0.9983 -1.5916
H -1.6722 0.6262 0.7653
H -0.9944 -1.6515 1.0068
```


[3]
Density functional theory data (ωB97M-V/def2-TZVPD) for 2 unconnected molecules or ions with the total composition CH4N3P at a distorted geometry.

Output
- Maximum force: 2.80 eV/A
- Lowest unoccupied orbital energy (alpha / beta): 0.72 / -2.81 eV
- 2S+1: 3
- ΔE to the lowest compared entry with this formula, charge and spin: 85.02 kcal/mol
- <S²>: 2.008
- Orbital gap (alpha / beta): 6.45 / 6.97 eV
- Molecular weight: 89.038 g mol⁻¹

```
9
CH4N3P, DFT ωB97M-V/def2-TZVPD
C -0.2644 1.0192 -0.5161
N 1.1476 0.7651 -0.1509
N 1.4364 -0.3602 0.2151
N 0.5410 -1.3311 -0.0670
P -1.0965 -0.6437 -0.1957
H -0.6126 1.7166 0.2498
H -0.4970 1.3048 -1.5981
H 0.9816 -2.0973 0.4849
H -1.6361 -0.3735 1.5779
```


[4]
Density functional theory data (ωB97M-V/def2-TZVPD) for a molecular structure, CH4N4 at a distorted geometry.

Output
- Maximum force: 4.57 eV/A
- Lowest unoccupied orbital energy: 0.79 eV
- ΔE to the lowest compared entry with this formula, charge and spin: 128.06 kcal/mol
- Orbital gap: 10.80 eV
- Molecular weight: 72.071 g mol⁻¹

```
9
CH4N4, DFT ωB97M-V/def2-TZVPD
C 0.8231 -0.7184 0.1508
N 1.7828 0.1125 -0.0970
N 0.7296 1.1397 -0.2179
N -0.1347 0.1809 0.4657
N -1.6236 -0.0131 -0.1440
H 1.0937 -1.7431 0.4845
H 0.8015 1.9575 0.3622
H -2.0549 -0.9189 0.1320
H -1.4176 0.0030 -1.1364
```


[5]
Density functional theory data (ωB97M-V/def2-TZVPD) for 2 unconnected molecules or ions with the total composition CH4N4O at a distorted geometry.

Output
- Maximum force: 4.10 eV/A
- Lowest unoccupied orbital energy (alpha / beta): -1.33 / 0.50 eV
- ΔE to the lowest compared entry with this formula, charge and spin: 98.39 kcal/mol
- Orbital gap (alpha / beta): 6.05 / 10.30 eV
- Molecular weight: 88.070 g mol⁻¹

```
10
CH4N4O, DFT ωB97M-V/def2-TZVPD
C -1.3752 0.1002 0.6694
N 0.6383 -0.4597 1.7240
N 1.5297 -0.3038 -0.7844
N 1.4068 0.8173 -1.2292
N -0.4714 -0.3014 1.6978
O 1.5708 -1.4189 -1.2785
H -0.7964 0.0799 -0.2392
H -2.1170 -0.5843 0.7999
H -1.6931 1.1706 0.8932
H 1.3077 0.9001 -2.2530
```


[6]
Density functional theory data (ωB97M-V/def2-TZVPD) for CH4N4O in the gas phase at a distorted geometry.

Output
- Maximum force: 3.88 eV/A
- Lowest unoccupied orbital energy (alpha / beta): -0.05 / -0.05 eV
- ΔE to the lowest compared entry with this formula, charge and spin: 109.24 kcal/mol
- Orbital gap (alpha / beta): 8.91 / 8.91 eV
- Molecular weight: 88.070 g mol⁻¹

```
10
CH4N4O, DFT ωB97M-V/def2-TZVPD
C -0.3495 0.8551 -0.4061
N 0.8829 -0.2627 1.6033
N 0.5298 -0.3792 -0.6469
N 1.0048 -0.8620 0.5817
N -1.2651 0.6962 0.6963
O -1.9044 -0.3785 0.7307
H 0.2697 1.7318 -0.2689
H -1.0040 1.3000 -1.2051
H 0.3139 -1.0395 -1.4007
H 1.5218 -1.6613 0.3157
```


[7]
Density functional theory data (ωB97M-V/def2-TZVPD) for 2 unconnected molecules or ions with the total composition CH4N5O at a distorted geometry.

Output
- Maximum force: 3.10 eV/A
- Lowest unoccupied orbital energy (alpha / beta): -9.21 / -9.48 eV
- ΔE to the lowest compared entry with this formula, charge and spin: 139.83 kcal/mol
- Total charge: +1
- Orbital gap (alpha / beta): 4.17 / 3.65 eV
- Molecular weight: 102.077 g mol⁻¹

```
11
CH4N5O, DFT ωB97M-V/def2-TZVPD
C -3.5711 0.0140 0.1528
N 3.1131 -0.8545 -0.0662
N 1.9043 -1.3167 -0.0317
N 1.7900 0.8232 -0.0652
N 3.0008 0.4198 -0.1443
N 1.0526 -0.2968 -0.0550
O -0.1876 -0.3127 -0.0083
H -4.1673 0.8523 0.4198
H -3.0158 0.4109 -0.6849
H -3.6202 -0.9214 0.7028
H 3.7012 1.1819 -0.2198
```


[8]
Density functional theory data (ωB97M-V/def2-TZVPD) for 2 unconnected molecules or ions with the total composition CH4NO at a distorted geometry.

Output
- Maximum force: 2.82 eV/A
- Lowest unoccupied orbital energy (alpha / beta): 9.01 / 8.88 eV
- 2S+1: 2
- Total charge: -2
- <S²>: 0.753
- Orbital gap (alpha / beta): 3.66 / 7.14 eV
- Molecular weight: 46.049 g mol⁻¹

```
7
CH4NO, DFT ωB97M-V/def2-TZVPD
N 0.2861 -1.5244 0.8029
C 0.7862 -0.5411 0.0504
O -0.8377 1.9715 -1.0616
H 0.1650 0.3882 -0.1752
H -1.4840 1.9354 -0.3271
H -0.6362 -1.4126 1.2085
H 1.7206 -0.8169 -0.4980
```